{
  "formula": "C11H27ClFNO5SSi",
  "method": "ωB97M-V/def2-TZVPD",
  "symbols": ["Cl", "S", "Si", "F", "O", "O", "O", "O", "O", "N", "C", "C", "C", "C", "C", "C", "C", "C", "C", "C", "C", "H", "H", "H", "H", "H", "H", "H", "H", "H", "H", "H", "H", "H", "H", "H", "H", "H", "H", "H", "H", "H", "H", "H", "H", "H", "H", "H"],
  "xyz": [[0.823, -5.274, 0.282], [-1.500, -2.669, -0.649], [0.079, -4.038, -1.299], [-1.202, -2.307, 1.015], [-2.841, -3.447, -0.859], [-3.468, 4.461, 2.818], [-1.442, -1.337, -1.491], [-0.495, 1.954, 0.492], [5.061, -3.774, -0.567], [-3.490, 2.245, 0.581], [1.932, -1.663, -1.252], [-4.072, 4.563, 1.529], [4.423, -2.490, -0.983], [3.047, -2.149, -0.107], [-0.461, 0.813, 1.340], [1.410, -2.936, -2.163], [-2.600, 2.711, -0.489], [6.509, -3.526, -0.871], [-2.083, 4.143, 2.795], [-1.374, 1.798, -0.629], [-4.533, 3.212, 0.943], [0.348, 0.952, 2.062], [-3.152, 2.723, -1.435], [-1.573, 4.551, 1.920], [-2.937, 2.048, 1.411], [-0.264, -0.100, 0.767], [2.677, -3.053, 0.538], [-5.167, 3.395, 0.068], [-0.807, 2.115, -1.513], [-1.396, 0.713, 1.892], [-2.238, 3.723, -0.288], [0.912, -2.461, -3.135], [-0.419, -4.966, -2.346], [6.642, -2.828, -1.815], [2.550, -0.942, -1.976], [-1.664, 0.752, -0.786], [6.980, -2.938, 0.038], [-1.948, 3.061, 2.850], [-4.973, 5.172, 1.672], [6.985, -4.604, -1.022], [4.181, -2.500, -2.148], [-1.623, 4.569, 3.692], [1.065, -1.053, -0.748], [-5.165, 2.719, 1.691], [3.218, -1.199, 0.571], [2.296, -3.646, -2.520], [-3.438, 5.130, 0.840], [5.190, -1.626, -0.717]],
  "atomic_forces_ev_per_a": [[-0.81, 1.23, -1.11], [-5.90, 3.01, -2.51], [3.05, -1.11, -0.62], [-0.59, -0.70, -2.84], [5.31, 2.73, 1.63], [0.12, 0.12, -0.57], [0.37, -5.18, 3.76], [-0.14, -0.44, 0.03], [1.23, 2.94, -1.57], [0.08, 0.27, -0.11], [1.30, -0.25, 0.16], [-0.55, -0.15, 0.18], [-0.48, 0.53, 1.29], [-0.24, 0.61, -1.35], [0.28, 0.32, -0.17], [0.22, 1.23, -0.29], [0.24, -0.58, 0.40], [0.15, -0.64, 0.30], [-0.19, 0.02, 0.42], [-0.21, 0.55, -0.17], [0.31, -0.13, 0.33], [-0.07, 0.08, -0.12], [0.01, -0.01, 0.06], [-0.06, -0.11, -0.05], [-0.12, 0.03, -0.24], [-0.13, 0.15, 0.14], [0.81, 1.71, -1.33], [0.11, 0.06, -0.01], [-0.07, -0.02, 0.05], [-0.12, -0.26, 0.04], [0.14, 0.15, -0.18], [0.88, -1.24, 1.98], [-0.49, 0.31, 0.50], [-0.27, -1.74, 1.69], [-1.58, -1.38, 1.58], [0.00, 0.25, 0.24], [-0.79, -1.34, -1.72], [0.24, -0.02, -0.16], [0.10, -0.09, 0.06], [-0.82, 2.55, 0.34], [0.64, -0.01, 2.43], [-0.13, 0.03, -0.08], [1.60, -1.31, -1.22], [0.02, 0.17, -0.06], [-0.16, -2.12, -1.21], [-1.81, 1.52, 0.86], [0.18, -0.13, 0.03], [-1.64, -1.62, -0.83]],
  "mulliken_charge": [-0.24, 1.00, 0.55, -0.27, -0.53, -0.43, -0.52, -0.38, -0.35, -0.28, -0.36, -0.47, -0.47, -0.27, -0.20, -0.58, -0.26, -0.64, -0.51, -0.47, -0.69, 0.30, 0.40, 0.27, 0.04, -0.18, 0.15, 0.39, 0.40, 0.29, 0.18, 0.33, -0.10, 0.30, 0.33, 0.12, 0.26, 0.15, 0.35, 0.22, 0.27, 0.31, -0.11, 0.37, 0.30, 0.34, 0.34, 0.34],
  "charge": 0,
  "gap_ev": 7.60,
  "largest_force_ev_per_a": 7.081,
  "lumo_ev": -0.87,
  "e_homo_ev": -8.468
}

{
  "formula": "C11H27ClIOP2Tl",
  "method": "ωB97M-V/def2-TZVPD",
  "symbols": ["Tl", "I", "Cl", "P", "P", "O", "C", "C", "C", "C", "C", "C", "C", "C", "C", "C", "C", "H", "H", "H", "H", "H", "H", "H", "H", "H", "H", "H", "H", "H", "H", "H", "H", "H", "H", "H", "H", "H", "H", "H", "H", "H", "H", "H"],
  "xyz": [[-0.755, 0.731, 0.560], [-3.653, 0.961, -0.696], [1.305, 1.712, 1.945], [0.378, -2.135, 1.328], [0.883, 1.462, -1.649], [-1.548, -2.114, -2.510], [-5.330, 2.249, -0.280], [0.097, -3.936, 1.482], [0.232, -2.323, 4.273], [2.236, -2.081, 1.243], [-1.116, -1.522, -1.632], [0.377, -4.702, 0.193], [0.343, 3.209, -1.487], [3.098, -2.956, 2.148], [-0.146, -1.550, 3.015], [0.589, 1.132, -3.418], [2.701, 1.618, -1.562], [0.233, -0.519, 3.136], [0.870, 3.848, -2.206], [3.150, 0.648, -1.803], [2.508, -1.025, 1.405], [0.060, -5.740, 0.323], [2.848, -4.024, 2.065], [4.133, -2.824, 1.809], [0.731, -4.321, 2.291], [3.057, -2.632, 3.195], [-1.249, -1.507, 2.965], [1.063, 1.889, -4.054], [2.974, 1.875, -0.533], [1.444, -4.696, -0.058], [-0.489, 1.114, -3.602], [-0.966, -4.076, 1.736], [-0.192, -4.282, -0.643], [-0.301, -1.836, 5.097], [2.469, -2.339, 0.195], [-5.522, 2.781, -1.215], [-0.080, -3.376, 4.228], [1.306, -2.244, 4.491], [3.082, 2.379, -2.256], [-0.739, 3.273, -1.655], [0.557, 3.544, -0.465], [0.994, 0.144, -3.657], [-6.151, 1.570, -0.034], [-5.115, 2.935, 0.540]],
  "atomic_forces_ev_per_a": [[2.19, -0.57, -0.04], [0.42, -0.17, 0.04], [-1.44, -0.43, -0.69], [0.90, 0.20, 2.57], [0.05, 1.90, -0.81], [1.11, 1.35, 2.19], [-0.43, 0.32, 0.17], [-1.11, -0.22, -0.99], [0.18, -0.19, 0.08], [-0.25, 1.01, -0.92], [-1.31, -1.46, -2.69], [0.08, -0.16, -0.11], [-0.17, -0.24, 0.31], [-0.10, -0.30, 0.32], [-0.16, 0.49, -0.10], [-0.46, -0.77, 0.28], [0.06, -0.84, 0.84], [-0.24, -0.28, -0.22], [-0.10, -0.16, 0.14], [0.02, 0.21, 0.02], [-0.07, -0.26, -0.25], [0.14, 0.14, -0.11], [0.16, 0.38, 0.13], [-0.20, -0.10, 0.10], [-0.23, 0.45, -0.01], [-0.06, -0.23, -0.29], [0.29, 0.08, -0.11], [-0.03, -0.06, 0.34], [0.05, 0.02, -0.21], [-0.21, -0.02, -0.03], [0.12, 0.04, -0.13], [0.35, 0.01, 0.22], [0.12, -0.14, 0.04], [0.13, -0.25, -0.03], [-0.03, 0.25, 0.23], [0.21, -0.16, 0.20], [0.18, 0.36, 0.13], [-0.36, -0.19, -0.08], [-0.43, -0.11, 0.06], [0.18, 0.08, -0.06], [0.03, 0.08, -0.20], [-0.05, 0.13, -0.14], [0.32, 0.09, -0.02], [0.15, -0.24, -0.17]],
  "mulliken_charge": [0.64, 0.29, -0.36, 0.70, 0.76, -0.14, -0.78, -0.71, -1.30, -0.44, 0.12, -1.24, -1.25, -1.19, -0.52, -1.19, -1.14, 0.34, 0.41, 0.39, 0.42, 0.39, 0.31, 0.39, 0.45, 0.26, 0.40, 0.41, 0.33, 0.30, 0.35, 0.45, 0.24, 0.41, 0.39, 0.31, 0.30, 0.27, 0.42, 0.39, 0.41, 0.39, 0.30, 0.31],
  "charge": 2,
  "gap_ev": [4.78, 4.90],
  "largest_force_ev_per_a": 3.335,
  "lumo_ev": [-10.52, -10.51],
  "e_homo_ev": [-15.304, -15.408]
}

{
  "formula": "C11H27CuNO3",
  "method": "ωB97M-V/def2-TZVPD",
  "symbols": ["Cu", "O", "O", "O", "N", "C", "C", "C", "C", "C", "C", "C", "C", "C", "C", "C", "H", "H", "H", "H", "H", "H", "H", "H", "H", "H", "H", "H", "H", "H", "H", "H", "H", "H", "H", "H", "H", "H", "H", "H", "H", "H", "H"],
  "xyz": [[-1.210, 0.354, 2.295], [0.572, 1.741, 2.249], [-1.330, -1.587, 3.341], [-2.793, 1.930, 1.796], [0.538, 1.061, -1.113], [0.400, -0.304, -0.457], [2.952, 1.156, -1.271], [1.755, 1.718, -0.525], [-3.854, 1.698, 0.937], [0.409, -3.399, -0.589], [-0.652, 1.849, -0.744], [-0.752, -1.142, -1.015], [0.902, 1.034, -2.568], [-0.267, -1.825, 4.191], [2.330, 0.502, -2.539], [-0.821, -2.499, -0.335], [0.374, -3.725, -1.631], [0.210, 0.354, -3.058], [-0.680, -1.223, -2.101], [-0.177, -1.180, 5.081], [-3.793, 2.149, -0.079], [1.317, -0.837, -0.716], [-0.917, -2.409, 0.751], [2.842, 0.860, -3.432], [-4.808, 1.946, 1.442], [1.359, -2.909, -0.384], [-0.574, 2.339, 0.231], [-1.697, -3.035, -0.701], [1.634, 1.765, 0.570], [-0.545, 2.706, -1.434], [-0.251, -2.896, 4.493], [1.623, 2.766, -0.819], [0.686, -1.748, 3.620], [3.655, 1.956, -1.480], [2.317, -0.582, -2.514], [0.321, -4.255, 0.079], [3.483, 0.335, -0.788], [-3.911, 0.596, 0.780], [0.383, -0.166, 0.627], [0.755, 2.043, -2.941], [1.481, 1.991, 2.443], [-1.637, -0.573, -0.721], [-1.630, 1.446, -0.970]],
  "atomic_forces_ev_per_a": [[-0.53, 0.21, 0.93], [-0.16, -0.15, -0.93], [-0.02, 1.23, -0.54], [0.76, -0.21, -0.61], [0.00, -0.76, 1.62], [0.87, -1.03, -1.26], [-0.21, -1.15, -0.08], [-0.33, 1.20, 0.03], [0.93, -1.41, 1.38], [-0.81, 0.23, -0.15], [0.08, 2.88, -1.42], [-0.14, 1.00, 1.17], [-0.78, -1.25, 0.63], [0.30, -0.60, -1.44], [-0.01, 1.56, -0.70], [0.78, -0.52, 0.14], [0.34, -0.19, 0.01], [-0.02, 0.16, -0.27], [-0.11, -0.11, -0.06], [-0.13, 0.00, 0.06], [-0.12, 0.32, 0.06], [0.16, 0.15, 0.29], [-0.28, 0.43, 0.03], [0.08, -0.36, -0.11], [-0.21, 0.35, -0.50], [0.01, 0.02, 0.02], [-0.06, -1.05, 0.50], [-0.11, 0.05, 0.08], [0.04, -0.71, 0.13], [-0.37, 0.06, 0.08], [-0.17, 0.12, 0.49], [0.15, 0.02, -0.11], [0.25, 0.28, 0.40], [0.07, -0.09, -0.18], [0.21, -0.03, 0.01], [0.18, -0.17, -0.16], [0.05, 0.36, 0.58], [-0.44, 0.06, -0.48], [-0.26, 0.32, 0.00], [0.27, 0.04, -0.04], [-0.09, -0.28, 0.51], [-0.36, -0.32, -0.40], [0.18, -0.65, 0.32]],
  "mulliken_charge": [0.53, -0.90, -0.77, -0.75, 0.47, -0.80, -0.49, 0.15, -0.62, -1.26, -1.08, -0.02, -0.44, -0.62, -0.85, -0.50, 0.28, 0.40, 0.23, 0.19, 0.15, 0.22, 0.25, 0.43, 0.31, 0.33, 0.34, 0.40, -0.64, 0.42, 0.27, 0.57, 0.13, 0.41, 0.32, 0.41, 0.27, 0.11, 0.29, 0.49, 0.02, 0.00, 0.35],
  "charge": -1,
  "gap_ev": 5.10,
  "largest_force_ev_per_a": 3.210,
  "lumo_ev": 2.25,
  "e_homo_ev": -2.849
}

{
  "formula": "C11H28N2O4S2Si",
  "method": "ωB97M-V/def2-TZVPD",
  "symbols": ["S", "S", "Si", "O", "O", "O", "O", "N", "N", "C", "C", "C", "C", "C", "C", "C", "C", "C", "C", "C", "H", "H", "H", "H", "H", "H", "H", "H", "H", "H", "H", "H", "H", "H", "H", "H", "H", "H", "H", "H", "H", "H", "H", "H", "H", "H", "H", "H"],
  "xyz": [[3.328, 3.145, 3.181], [-0.058, -3.595, -0.855], [-2.308, 1.811, -0.355], [1.161, -3.064, -0.303], [4.619, 3.488, 3.717], [-1.325, -3.045, -0.448], [2.137, 3.713, 3.757], [-5.146, 1.619, -0.073], [-0.990, 4.305, -0.839], [-1.613, 0.088, -0.092], [3.298, 3.416, 1.399], [2.480, 1.113, 1.760], [3.206, 2.025, 0.761], [3.136, 1.363, 3.113], [-3.916, 2.104, 0.592], [-0.650, -5.880, -1.995], [-0.109, -5.376, -0.661], [-1.013, 3.132, 0.065], [0.021, -3.595, -2.657], [0.076, -5.068, -3.078], [2.685, 2.072, -0.194], [1.115, -5.395, -3.144], [-0.734, -5.604, 0.199], [0.913, -5.709, -0.483], [1.424, 1.387, 1.809], [-0.483, -6.949, -2.110], [2.420, 4.025, 1.191], [-0.881, -3.098, -3.008], [0.897, -3.023, -2.951], [4.133, 0.927, 3.168], [-1.900, 4.752, -0.838], [-0.601, 0.160, 0.316], [-2.628, 1.993, -1.802], [-0.375, -5.208, -4.059], [-1.169, 3.507, 1.080], [2.541, 0.064, 1.476], [4.208, 1.634, 0.570], [-0.022, 2.670, 0.023], [-1.725, -5.701, -2.049], [-2.203, -0.547, 0.568], [-4.028, 3.183, 0.742], [-1.537, -0.434, -1.047], [-5.367, 2.236, -0.841], [2.543, 1.054, 3.970], [-0.887, 3.979, -1.793], [4.199, 3.961, 1.131], [-4.994, 0.714, -0.501], [-3.878, 1.650, 1.587]],
  "atomic_forces_ev_per_a": [[-0.01, -0.04, -0.06], [0.01, -0.01, -0.03], [0.04, -0.05, 0.08], [0.09, 0.04, 0.04], [0.09, 0.02, 0.04], [-0.09, -0.07, 0.00], [-0.08, 0.04, 0.03], [0.02, 0.07, -0.01], [-0.12, -0.05, -0.07], [0.01, 0.08, -0.17], [0.01, -0.07, -0.10], [-0.04, 0.03, -0.02], [-0.02, 0.04, 0.06], [0.00, -0.06, -0.07], [-0.13, -0.01, -0.16], [0.01, 0.05, 0.00], [-0.01, -0.07, -0.05], [-0.07, 0.06, -0.25], [0.03, -0.09, -0.08], [-0.02, 0.04, 0.05], [0.00, -0.01, -0.02], [0.01, 0.00, 0.02], [0.00, 0.04, 0.02], [0.01, 0.01, 0.00], [-0.01, -0.01, 0.02], [0.00, -0.01, -0.01], [-0.03, -0.01, 0.04], [-0.03, 0.00, 0.04], [0.00, 0.03, 0.01], [0.01, 0.02, 0.00], [-0.02, 0.13, 0.13], [-0.04, -0.10, 0.04], [-0.01, 0.02, 0.00], [0.00, -0.01, -0.01], [0.18, -0.12, 0.07], [-0.01, -0.01, -0.02], [0.01, 0.00, 0.02], [0.02, 0.06, 0.19], [-0.01, 0.00, 0.01], [0.01, 0.04, 0.03], [-0.04, -0.05, 0.14], [0.03, -0.03, 0.08], [-0.07, 0.07, -0.10], [0.00, 0.04, 0.02], [0.11, -0.02, -0.07], [0.00, 0.03, 0.02], [0.02, -0.14, 0.07], [0.13, 0.12, 0.02]],
  "mulliken_charge": [1.13, 1.17, 0.26, -0.69, -0.67, -0.61, -0.65, -0.67, -0.71, -0.74, -0.63, -0.23, -0.81, -0.82, -0.51, -0.55, -0.74, -0.04, -0.65, -0.65, 0.34, 0.30, 0.39, 0.35, 0.05, 0.35, 0.34, 0.35, 0.39, 0.37, 0.27, 0.17, -0.20, 0.32, 0.38, 0.38, 0.38, -0.24, 0.28, 0.41, 0.34, 0.16, 0.27, 0.43, 0.27, 0.37, 0.26, 0.31],
  "charge": 0,
  "gap_ev": 8.93,
  "largest_force_ev_per_a": 0.264,
  "lumo_ev": 0.48,
  "e_homo_ev": -8.447
}

Number 1: E_tot -2113.83444 a.u.. Number 2: E_tot -2122.99337 a.u.. Number 3: E_tot -2356.11745 a.u.. Number 4: E_tot -1932.22592 a.u..